Entry from OMol25: an isolated ion of composition C20H34NO and charge +1 (ωB97M-V with the def2-TZVPD basis set).

CARTESIAN COORDINATES (ANGSTROEM)
1 C 4.99611 1.62514 -0.88067
2 C 3.81939 0.72894 -0.66654
3 C 2.81712 0.62986 -1.62528
4 C 1.74004 -0.21094 -1.42851
5 C 1.65276 -0.96991 -0.26913
6 O 0.51506 -1.76276 -0.02740
7 C 0.30740 -2.83847 -0.93963
8 C -0.81936 -3.73611 -0.42491
9 C -2.06013 -2.99533 0.09291
10 C -2.55879 -1.88467 -0.82980
11 N -1.84600 -0.61455 -0.53086
12 C -2.56114 0.31583 0.39449
13 C -3.48998 1.20776 -0.42931
14 C -2.69608 2.14720 -1.33758
15 C -1.66856 2.94686 -0.54118
16 C -0.72919 2.05072 0.27343
17 C 0.26517 2.90976 1.05089
18 C -1.57523 1.16940 1.20820
19 C -0.75027 0.31340 2.16802
20 C 2.64649 -0.90279 0.70368
21 C 2.57441 -1.71269 1.96087
22 C 3.71508 -0.04340 0.48107
23 H 5.38358 1.99219 0.06604
24 H 4.73316 2.47100 -1.51056
25 H 5.79382 1.07241 -1.37708
26 H 2.87808 1.21478 -2.53014
27 H 0.97309 -0.28395 -2.18824
28 H 0.06519 -2.44253 -1.93532
29 H 1.22763 -3.42329 -1.03278
30 H -0.43940 -4.35346 0.38877
31 H -1.09999 -4.40180 -1.24162
32 H -2.85156 -3.73249 0.22599
33 H -1.84755 -2.57026 1.07522
34 H -3.62968 -1.72684 -0.69500
35 H -2.39064 -2.16192 -1.87185
36 H -0.89906 -0.89630 -0.14023
37 H -1.67382 -0.07834 -1.38696
38 H -3.14447 -0.30069 1.08518
39 H -4.17842 0.60174 -1.02256
40 H -4.09241 1.80195 0.25759
41 H -2.19290 1.59233 -2.13817
42 H -3.38744 2.83120 -1.82962
43 H -2.19007 3.61995 0.14130
44 H -1.08272 3.56278 -1.22407
45 H -0.14628 1.41945 -0.40802
46 H -0.24017 3.47739 1.82793
47 H 0.75140 3.61163 0.37861
48 H 1.03743 2.29701 1.50623
49 H -2.19244 1.83823 1.81723
50 H -0.26866 0.94564 2.90671
51 H -1.39479 -0.37970 2.70522
52 H 0.02610 -0.24843 1.66024
53 H 2.39874 -1.06409 2.81840
54 H 1.77322 -2.44516 1.91183
55 H 3.51694 -2.22993 2.12584
56 H 4.48982 0.01627 1.23114

Calculated values
ΔE to the lowest compared entry with this formula, charge and spin in eV: 0.000
Frontier orbital gap in eV: 9.4
Net charge: +1
HOMO in eV: -11.67
SMILES string: Cc1ccc(OCCCC[NH2+][C@@H]2CCC[C@@H](C)[C@@H]2C)c(C)c1

natural (NBO) atomic charge list, values in e, 2 entries: atom 1 (C): -0.63, atom 2 (C): 0.02